# 1
A structure of composition C6H14NO. Source: the OMol25 dataset; level of theory: the ωB97M-V functional and the def2-TZVPD basis.

The calculation puts the HOMO-LUMO gap at 8.35 eV. The calculation puts the calculated total energy at -9974.2996 eV. The charge is +1. For the HOMO energy, the calculation gives -14.70 eV.

XYZ file:
```
22
Properties=species:S:1:pos:R:3:mulliken_charge:R:1
C -0.74433 -1.04394 -1.73053 -1.814
C 0.53950 0.93345 -1.61354 -1.342
C 1.14079 -0.98888 0.03655 -1.555
C -0.06274 0.93277 2.83962 -0.775
C -1.01992 0.32366 0.29454 -1.076
C 0.04376 -0.16532 -0.63478 1.611
N -0.22110 1.57741 1.56909 0.386
O 0.37902 2.54104 1.19160 -0.257
H -1.14051 -1.93332 -1.17022 0.414
H -1.44726 -0.61046 -2.30961 0.513
H -0.05309 -1.42461 -2.36129 0.532
H -0.30446 1.67539 -1.92108 0.342
H 1.09913 1.62142 -0.97390 0.418
H 1.15328 0.55492 -2.55989 0.348
H 0.61294 -1.96846 0.38617 0.336
H 1.68667 -0.52284 0.83080 0.375
H 1.86170 -1.05724 -0.68510 0.457
H -0.74811 0.26147 3.13796 0.380
H 0.14725 1.76069 3.68884 0.316
H 0.86696 0.37772 2.79972 0.351
H -1.51574 -0.21542 1.00441 0.528
H -1.74120 0.90583 -0.13299 0.512
```

=====

# 2
A cluster of 2 separate species, C6H14NO2 in total. Source: the OMol25 dataset; level of theory: the ωB97M-V functional and the def2-TZVPD basis.

The calculation puts the HOMO-LUMO gap (spin up / spin down) at 10.38 / 7.31 eV. The calculation puts the calculated total energy at -12030.4777 eV. Its multiplicity is 2. For the HOMO energy (spin up / spin down), the calculation gives -9.43 / -9.01 eV.

XYZ file:
```
23
Properties=species:S:1:pos:R:3:lowdin_spin:R:1
C -0.90866 0.74342 -1.17039 0.010
C 0.16310 -0.38114 -1.12070 0.022
C -0.56406 -1.69387 -0.48560 0.020
C -1.26926 -1.40425 0.79287 0.001
C -2.54132 -1.76825 0.93845 0.001
N 1.15839 0.14687 -0.22863 0.285
C 2.34840 0.89689 -0.69018 0.025
O 2.07245 2.19494 -0.45420 0.617
H -0.43755 1.69359 -0.98278 -0.002
H -1.69913 0.64971 -0.44032 0.000
H -1.39398 0.71142 -2.15204 0.001
H 0.60870 -0.63200 -2.07442 0.000
H 0.08662 -2.57304 -0.44362 0.000
H -1.29486 -1.98165 -1.27861 0.002
H -0.83539 -0.87609 1.64320 0.000
H -3.10846 -2.34737 0.21200 0.000
H -3.14943 -1.41352 1.76280 0.000
H 0.83291 0.39659 0.69522 0.002
H 3.14378 0.53630 0.01077 0.003
H 2.48319 0.73269 -1.76251 0.015
H 0.79661 2.52764 2.58343 0.000
H 1.99718 1.94335 1.90621 -0.001
O 1.51076 1.89778 2.73906 -0.001
```

=====

# 3
A cluster of 2 separate species, C6H14NO2PS in total. Source: the OMol25 dataset; level of theory: the ωB97M-V functional and the def2-TZVPD basis.

The calculation puts the HOMO-LUMO gap (spin up / spin down) at 5.66 / 5.67 eV. The calculation puts the calculated total energy at -32154.4233 eV. For the HOMO energy (spin up / spin down), the calculation gives -8.02 / -8.03 eV.

XYZ file:
```
25
Properties=species:S:1:pos:R:3:mulliken_charge:R:1
C 2.30926 -1.16759 0.07287 0.349
C 2.27621 0.25229 0.27777 -0.023
C 3.71254 -1.70568 -0.11583 -1.164
C -2.57702 1.02447 0.77866 -1.235
C -4.12659 -0.91779 0.40244 -1.370
C -2.65967 -0.50806 0.53786 0.484
N 1.54166 1.98943 -1.92460 -0.510
O 0.90562 2.59431 0.53026 -0.586
O 1.92933 -0.61700 1.37986 -0.436
P 0.99044 1.42989 -0.36449 0.655
S -1.65005 -0.79122 -0.89209 -0.306
H 1.56477 -1.52270 -0.69649 0.268
H 3.14987 0.97503 0.29927 0.215
H 4.05429 -1.47004 -1.20173 0.251
H 3.77782 -2.80824 -0.07329 0.323
H 4.37495 -1.24359 0.64435 0.358
H -3.46076 1.41954 1.31646 0.381
H -1.67718 1.35306 1.41920 0.212
H -2.48610 1.49362 -0.23060 0.303
H -4.56464 -0.58185 -0.49831 0.353
H -4.77390 -0.55204 1.23591 0.357
H -4.12767 -2.00620 0.42639 0.354
H -2.19261 -1.08663 1.35189 0.293
H 1.84599 2.97153 -1.88068 0.244
H 1.86343 1.47547 -2.79508 0.231
```

=====

# 4
A cluster of 2 separate species, C6H14NO2S in total. Source: the OMol25 dataset; level of theory: the ωB97M-V functional and the def2-TZVPD basis.

The calculation puts the HOMO-LUMO gap at 7.89 eV. The calculation puts the calculated total energy at -22867.4305 eV. The charge is -1. For the HOMO energy, the calculation gives -4.20 eV.

XYZ file:
```
24
Properties=species:S:1:pos:R:3:mulliken_charge:R:1
C 2.00151 -0.58729 -1.37425 -1.552
C 1.05133 1.42991 0.76421 -1.421
C 0.24166 -0.52532 2.16724 -1.512
C -1.93653 0.74070 -1.19224 -0.999
C 1.19563 -0.87500 -0.12576 -0.118
C 0.79985 0.12211 0.91288 1.158
N -1.75264 -0.34709 -0.23399 -0.130
O -2.71295 -1.63532 1.65302 -0.670
O -3.48476 0.68153 1.30694 -0.642
S -2.96475 -0.51950 0.72878 0.701
H 2.79254 0.01631 -1.11308 0.409
H 2.19009 -1.43401 -1.91399 0.452
H 1.36470 0.10286 -1.94935 0.245
H 1.48303 1.97736 -0.05467 0.282
H -4.11373 -1.01634 -0.03609 -0.048
H 0.73506 2.10540 1.43979 0.413
H -0.39915 0.25915 2.51300 0.391
H -0.37558 -1.38164 1.81948 0.262
H 1.17588 -0.73578 2.67802 0.460
H -1.70189 1.72635 -0.53240 0.198
H -1.28726 0.76895 -2.02463 0.300
H -2.88086 0.98610 -1.69786 0.317
H 0.16232 -1.45584 -0.45628 0.258
H 1.70606 -1.75072 0.49258 0.246
```

=====

# 5
A structure of composition C6H14NO3Tl. Source: the OMol25 dataset; level of theory: the ωB97M-V functional and the def2-TZVPD basis.

The calculation puts the HOMO-LUMO gap at 3.17 eV. The calculation puts the calculated total energy at -18752.5687 eV. The charge is +2. For the HOMO energy, the calculation gives -17.06 eV.

XYZ file:
```
25
Properties=species:S:1:pos:R:3:mulliken_charge:R:1
Tl -1.61412 0.96321 2.20968 0.949
C -2.99648 0.63146 -2.88723 -0.804
C -3.29916 0.50881 -1.47033 0.762
O -2.46820 0.37737 -0.52359 -0.250
O -4.43870 0.54332 -0.98902 -0.179
H -3.35959 1.58507 -3.27441 0.342
H -3.34943 -0.20887 -3.48963 0.348
H -1.89880 0.59106 -3.01256 0.268
C 2.30085 0.47720 -0.98597 -1.365
C 1.12277 0.18877 -0.00733 0.263
C 1.58980 -0.66295 1.14640 -0.699
O 0.47045 -0.99461 1.94906 -0.288
C 0.69853 -2.10480 2.84158 -0.767
N 0.66256 1.52461 0.45749 -0.420
H 2.83206 -0.46903 -1.13318 0.387
H 3.02414 1.16755 -0.55436 0.436
H 1.94829 0.79217 -1.96390 0.422
H 0.28466 -0.21366 -0.57124 0.161
H 2.30575 -0.13470 1.78968 0.420
H 2.06741 -1.53790 0.69735 0.460
H 1.74864 -2.19739 3.10905 0.369
H 0.33573 -3.02266 2.37529 0.309
H 0.08876 -1.91734 3.72374 0.267
H 0.48634 2.12769 -0.34794 0.294
H 1.45775 1.98561 0.91138 0.318
```

=====

# 6
An isolated molecule of C6H14NOP. Source: the OMol25 dataset; level of theory: the ωB97M-V functional and the def2-TZVPD basis.

The calculation puts the HOMO-LUMO gap at 8.95 eV. The calculation puts the calculated total energy at -19271.4431 eV. As for the SMILES: CC[C@@H](C)P[C@@H](C)N=O. For the HOMO energy, the calculation gives -9.23 eV.

XYZ file:
```
23
Properties=species:S:1:pos:R:3:mulliken_charge:R:1
C 2.24017 1.83037 -0.70770 -1.141
C 1.51313 0.93679 0.26581 -0.751
C 0.82590 -0.40410 -0.21201 0.357
C 1.81909 -1.62069 -0.45627 -1.577
P -0.56742 -0.97238 0.99923 -0.162
C -2.06160 -0.08886 0.22607 0.193
C -3.39666 -0.67071 0.81659 -1.114
N -1.92113 1.35120 0.66378 -0.146
O -1.53213 2.14808 -0.19993 -0.295
H 3.22497 1.49204 -0.87132 0.351
H 1.66820 1.83022 -1.69113 0.282
H 2.24654 2.85542 -0.14255 0.281
H 0.78151 1.51288 0.89307 0.414
H 2.19518 0.58003 0.97346 0.449
H 0.33233 -0.34887 -1.29324 0.171
H 2.53987 -1.74650 0.32621 0.373
H 1.14013 -2.43205 -0.66128 0.473
H 2.50334 -1.44617 -1.25786 0.404
H -0.71832 -2.26701 0.30476 0.009
H -2.06733 -0.22130 -0.85409 0.454
H -3.75871 -1.30614 0.03984 0.311
H -3.01402 -1.18697 1.76320 0.289
H -3.99303 0.17475 1.07536 0.375
```

=====

Question: calculated total energy of number 5 (C6H14NO3Tl)?
Answer: -18752.5687 eV

=====

Question: The highest calculated total energy belongs to which entry?
Answer: C6H14NO

=====

Question: What is the formula in the third record?
Answer: C6H14NO2PS